224
Properties=species:S:1:pos:R:3 method="wB97M-V/def2-TZVPD" charge=-1 e_lumo_ev=0.66 homo_ev=-2.33
N 29.88 -4.78 -15.17
H 29.42 -5.25 -14.41
H 30.87 -4.85 -14.98
H 29.56 -3.83 -15.05
H 29.78 -5.15 -16.10
C 31.67 1.20 -14.01
C 31.20 2.08 -15.20
C 32.50 2.44 -16.01
C 32.30 3.06 -17.36
C 31.54 2.04 -18.26
C 30.15 1.54 -17.63
N 30.36 1.20 -16.16
O 29.19 0.59 -15.54
C 29.83 0.28 -18.43
C 29.03 2.64 -17.84
C 30.52 3.35 -14.77
H 32.42 1.72 -13.41
H 31.97 0.22 -14.38
H 30.86 1.02 -13.30
H 33.12 1.57 -16.22
H 33.06 3.11 -15.36
H 33.28 3.34 -17.75
H 31.80 4.03 -17.36
H 32.21 1.43 -18.87
H 31.30 2.77 -19.03
H 28.85 -0.11 -18.18
H 30.59 -0.48 -18.27
H 29.62 0.44 -19.49
H 29.22 3.61 -17.38
H 28.13 2.36 -17.30
H 28.73 2.78 -18.88
H 31.06 3.82 -13.94
H 29.55 3.06 -14.38
H 30.50 4.09 -15.57
C 29.25 -9.57 -9.23
C 29.69 -9.11 -10.67
C 30.78 -10.18 -11.12
C 30.17 -11.49 -11.58
C 29.07 -11.33 -12.55
C 27.98 -10.17 -12.29
N 28.61 -8.94 -11.71
O 27.73 -7.77 -11.52
C 26.77 -10.80 -11.54
C 27.36 -9.73 -13.71
C 30.52 -7.81 -10.50
H 30.08 -9.96 -8.65
H 28.47 -10.33 -9.34
H 28.72 -8.80 -8.67
H 31.56 -10.34 -10.38
H 31.33 -9.69 -11.92
H 29.76 -11.97 -10.69
H 30.95 -12.19 -11.91
H 28.55 -12.29 -12.60
H 29.41 -11.25 -13.58
H 26.08 -10.04 -11.17
H 26.96 -11.42 -10.67
H 26.12 -11.34 -12.22
H 28.18 -9.36 -14.32
H 26.51 -9.07 -13.56
H 26.99 -10.65 -14.16
H 29.77 -7.14 -10.09
H 30.78 -7.38 -11.47
H 31.38 -7.93 -9.84
C 24.39 -14.83 -18.91
C 23.87 -16.17 -18.34
C 24.56 -16.51 -16.98
O 22.48 -16.20 -18.17
H 25.46 -14.64 -18.88
H 23.82 -13.99 -18.52
H 24.28 -14.70 -19.99
H 24.13 -16.90 -19.11
H 24.46 -17.58 -16.78
H 24.11 -15.86 -16.23
H 25.62 -16.37 -17.22
H 22.22 -15.50 -17.56
C 26.91 -15.99 -6.18
C 27.56 -17.42 -6.11
C 28.27 -17.75 -7.42
O 28.47 -17.28 -5.10
H 26.19 -16.04 -6.99
H 27.66 -15.24 -6.44
H 26.40 -15.66 -5.28
H 26.76 -18.13 -5.90
H 29.12 -17.07 -7.43
H 27.70 -17.45 -8.31
H 28.67 -18.76 -7.38
H 29.13 -17.98 -5.13
C 37.23 -12.42 -6.38
C 38.09 -11.56 -7.28
C 37.90 -10.07 -7.04
O 39.41 -11.86 -7.03
H 36.33 -12.78 -6.88
H 37.00 -11.96 -5.43
H 37.76 -13.35 -6.18
H 37.96 -11.70 -8.35
H 38.40 -9.88 -6.09
H 36.85 -9.82 -6.89
H 38.49 -9.37 -7.64
H 39.67 -11.42 -6.21
O 26.48 -1.17 -10.63
H 26.43 -2.10 -10.86
H 26.78 -0.73 -11.43
O 30.52 -12.99 -3.46
H 30.18 -13.88 -3.53
H 30.26 -12.56 -4.27
C 33.40 -9.45 -18.52
C 33.01 -8.30 -17.64
C 34.30 -7.63 -16.99
O 33.97 -6.71 -15.92
C 35.17 -6.18 -15.25
N 32.41 -7.20 -18.39
H 33.39 -10.35 -17.90
H 34.34 -9.39 -19.06
H 32.65 -9.71 -19.27
H 32.30 -8.60 -16.86
H 34.91 -7.14 -17.75
H 34.83 -8.50 -16.60
H 35.53 -5.36 -15.86
H 35.89 -6.99 -15.10
H 34.86 -5.79 -14.28
H 31.65 -7.59 -18.93
H 33.07 -6.77 -19.02
C 31.15 -2.28 -4.76
C 31.10 -0.74 -4.51
C 31.20 0.12 -5.80
O 31.22 1.51 -5.37
C 30.82 2.44 -6.37
N 29.84 -0.58 -3.78
H 31.28 -2.86 -3.85
H 32.06 -2.48 -5.32
H 30.28 -2.59 -5.34
H 31.98 -0.42 -3.95
H 30.39 -0.10 -6.49
H 32.16 -0.09 -6.25
H 31.43 2.33 -7.27
H 30.88 3.48 -6.07
H 29.80 2.24 -6.70
H 29.92 -1.04 -2.89
H 29.84 0.41 -3.56
C 21.01 -2.69 -14.74
C 21.66 -3.92 -14.19
C 20.78 -5.20 -14.18
O 19.76 -4.98 -13.24
C 18.79 -6.07 -13.22
N 22.89 -4.19 -15.00
H 20.84 -2.75 -15.82
H 21.55 -1.78 -14.48
H 20.00 -2.51 -14.36
H 21.97 -3.61 -13.19
H 21.40 -6.05 -13.91
H 20.38 -5.49 -15.16
H 19.21 -6.93 -12.71
H 18.43 -6.43 -14.18
H 17.95 -5.68 -12.66
H 23.48 -3.38 -14.88
H 23.32 -4.91 -14.44
C 37.10 -14.42 -14.74
C 37.94 -15.24 -13.71
C 37.62 -16.75 -13.61
O 36.20 -16.94 -13.28
C 35.87 -16.74 -11.90
N 39.32 -15.04 -14.15
H 37.48 -13.40 -14.67
H 36.04 -14.45 -14.50
H 37.34 -14.69 -15.77
H 37.76 -14.74 -12.76
H 38.24 -17.31 -12.90
H 37.83 -17.29 -14.54
H 34.78 -16.77 -11.82
H 36.18 -15.74 -11.62
H 36.40 -17.49 -11.30
H 39.36 -15.29 -15.13
H 39.92 -15.72 -13.71
C 17.55 -13.95 -14.79
C 18.55 -13.18 -13.88
C 18.75 -13.87 -12.51
O 19.06 -12.86 -11.58
C 19.48 -13.45 -10.33
N 19.78 -12.92 -14.58
H 18.01 -14.89 -15.10
H 17.31 -13.32 -15.66
H 16.59 -14.05 -14.28
H 18.11 -12.22 -13.60
H 19.49 -14.66 -12.62
H 17.84 -14.36 -12.15
H 18.77 -14.19 -9.97
H 19.60 -12.78 -9.47
H 20.41 -14.02 -10.43
H 19.64 -12.25 -15.33
H 20.24 -12.43 -13.83
C 22.00 -7.73 -6.76
C 23.14 -7.24 -5.85
C 23.82 -8.44 -5.12
O 24.87 -7.97 -4.37
C 25.24 -8.85 -3.38
N 24.11 -6.47 -6.62
H 22.48 -8.32 -7.54
H 21.43 -6.89 -7.16
H 21.32 -8.29 -6.12
H 22.73 -6.60 -5.06
H 24.30 -9.08 -5.87
H 23.05 -9.00 -4.58
H 24.42 -8.90 -2.66
H 26.16 -8.55 -2.87
H 25.36 -9.89 -3.71
H 24.63 -6.96 -7.33
H 24.84 -6.24 -5.96
C 23.60 -5.31 -21.73
C 24.25 -6.69 -21.47
C 25.83 -6.58 -21.52
O 26.48 -7.89 -21.38
C 26.56 -8.65 -22.57
N 23.70 -7.30 -20.27
H 23.95 -4.86 -22.66
H 23.95 -4.61 -20.98
H 22.51 -5.33 -21.69
H 23.84 -7.31 -22.26
H 26.27 -5.84 -20.85
H 26.14 -6.15 -22.47
H 25.53 -8.99 -22.74
H 27.21 -9.49 -22.34
H 26.87 -8.07 -23.44
H 23.80 -6.50 -19.65
H 24.35 -7.93 -19.83